Entry 1:
71
Properties=species:S:1:pos:R:3:forces:R:3:mulliken_charge:R:1 method="wB97M-V/def2-TZVPD" total_charge=+3 e_above_lowest_ev=1.5528
Lu -1.1177 1.6129 -0.7301 2.4 -3.1 1.1 0.974
P 2.1599 -1.3322 1.5813 0.3 -0.2 0.5 0.882
P 1.2385 2.9711 -0.2883 1.7 0.7 -0.1 1.222
P -1.4601 -2.3115 0.1887 0.4 -0.5 -0.5 1.098
H -0.9850 3.2331 -3.0267 0.1 -0.1 0.4 0.389
C -1.7732 2.5766 -2.6510 -1.4 1.3 -1.4 -0.690
C -2.6689 2.9589 -1.6491 -1.5 1.1 -0.9 -0.922
H -2.5891 3.8784 -1.0502 0.4 -0.1 -0.3 0.386
C 3.7044 -2.2181 1.3298 0.0 -0.3 0.0 -1.233
C 2.5198 0.2559 2.3581 0.1 0.2 -0.1 -0.720
C 1.0979 -2.1736 2.7752 -0.2 -0.3 0.0 -0.749
C 1.1594 4.4348 -1.3968 -0.4 0.0 -0.2 -1.370
C 2.0223 3.5929 1.2432 -0.4 0.0 0.6 -1.340
C 2.7438 2.1106 -0.8907 0.0 -0.5 -0.3 -1.428
C -2.9110 -2.5102 -0.9264 -0.2 0.3 -0.1 -1.511
C -1.9696 -3.4743 1.5101 -0.1 0.2 0.4 -1.332
C -0.2574 -3.4062 -0.6926 0.0 0.2 -0.1 -1.247
H -2.0827 1.8224 -3.3716 0.0 0.1 0.1 0.422
H -3.7000 2.5853 -1.6308 0.4 -0.2 0.0 0.407
H 4.1047 -2.5822 2.2859 -0.2 0.2 -0.2 0.443
H 4.4491 -1.5616 0.8665 -0.2 -0.1 0.0 0.408
H 3.5336 -3.0806 0.6720 0.0 0.2 0.2 0.398
H 3.1248 0.0999 3.2680 -0.2 -0.1 -0.4 0.510
H 1.5897 0.7541 2.6631 0.2 -0.2 -0.2 -0.155
H 3.0866 0.8971 1.6742 -0.1 -0.2 0.3 0.446
H 1.7199 -2.5054 3.6220 0.0 0.1 -0.3 0.534
H 0.6131 -3.0597 2.3460 0.2 0.3 0.1 0.209
H 0.3326 -1.4919 3.1777 0.2 -0.2 -0.3 0.053
H 1.7336 5.2903 -1.0125 -0.1 -0.3 -0.1 0.425
H 0.1063 4.7388 -1.5104 0.4 0.1 0.0 0.344
H 1.5377 4.1438 -2.3905 -0.1 0.2 0.3 0.436
H 3.0522 3.8978 1.0084 -0.4 0.0 0.0 0.468
H 2.0676 2.7986 2.0044 -0.1 0.4 -0.3 0.217
H 1.4720 4.4428 1.6560 0.1 -0.1 0.0 0.470
H 3.6001 2.7970 -0.8059 -0.3 -0.2 -0.1 0.521
H 2.6246 1.7939 -1.9315 0.1 0.0 0.2 0.356
H 2.9601 1.2163 -0.2833 -0.1 0.4 -0.3 0.210
H -3.4172 -3.4633 -0.7224 0.1 0.3 -0.2 0.514
H -2.6051 -2.4657 -1.9794 -0.1 -0.1 0.3 0.384
H -3.6092 -1.6844 -0.7285 -0.1 -0.3 -0.2 0.322
H -2.8679 -4.0139 1.1950 0.2 -0.1 0.2 0.425
H -2.2024 -2.8996 2.4125 0.0 -0.3 0.0 0.203
H -1.1715 -4.1883 1.7413 -0.2 0.1 0.0 0.447
H -0.7557 -4.3383 -1.0023 0.3 0.2 0.1 0.468
H 0.5826 -3.6430 -0.0209 -0.2 -0.1 -0.2 0.381
H 0.1431 -2.8899 -1.5770 -0.1 -0.2 0.2 0.145
C -0.1495 -0.5057 -2.9025 0.0 0.6 1.9 0.346
C 0.9642 -0.8946 -3.6724 0.2 -0.8 -1.0 -0.310
C 0.7656 -1.5782 -4.8747 0.6 0.4 0.7 -0.578
C -0.5242 -1.7491 -5.4107 -0.1 0.1 -0.1 -0.527
C -1.6293 -1.3121 -4.6796 -0.5 0.6 0.8 -1.082
C -1.4539 -0.7563 -3.4136 -0.5 0.0 -0.7 -0.468
O 0.0249 -0.0162 -1.6506 -0.9 -0.2 -1.4 -0.001
H 1.5763 -1.1904 0.2846 0.0 0.1 0.7 -0.134
H 1.9553 -0.7077 -3.2668 -0.1 -0.1 -0.2 0.408
H 1.6152 -1.9964 -5.4078 -0.1 0.3 0.0 0.463
H -0.6824 -2.2067 -6.3901 0.2 0.1 0.3 0.460
H -2.6434 -1.3867 -5.0819 0.4 -0.2 0.1 0.456
H -2.3325 -0.5177 -2.8084 0.3 0.0 -0.2 1.094
N -0.6040 -0.1935 6.4621 -0.9 1.1 -2.6 -0.342
C -0.9751 0.2301 5.4321 0.9 -1.0 2.4 -0.319
C -1.3566 0.7000 4.1265 -0.1 -0.1 -0.4 0.720
C -2.1980 -0.0704 3.3142 -0.3 -0.3 0.3 -0.254
C -2.4076 0.3139 2.0035 0.4 0.2 -0.3 -0.807
N -1.7662 1.3822 1.4623 -1.2 0.7 1.0 -0.351
C -1.1846 2.2672 2.3166 0.2 -1.0 0.1 -0.593
C -0.8875 1.9192 3.6295 0.0 0.3 -0.2 -0.730
H -2.6783 -0.9712 3.7077 0.1 0.4 -0.1 0.636
H -3.1220 -0.2020 1.3509 0.6 0.0 0.3 0.763
H -0.9716 3.2599 1.9240 0.4 -0.2 0.0 0.761
H -0.2709 2.5731 4.2346 -0.3 0.1 0.1 0.565


Entry 2:
77
Properties=species:S:1:pos:R:3:forces:R:3:mulliken_charge:R:1 method="wB97M-V/def2-TZVPD" total_charge=-1 total_energy_ha=-1714.88418
C 5.0869 -0.0638 0.8571 -0.7 -0.1 0.1 -0.840
C 4.0821 0.2496 -0.4100 0.7 0.4 0.2 -0.066
C 3.5648 -1.0894 -1.2113 -0.3 0.5 -0.1 -0.545
C 1.9416 -1.2930 -0.8930 1.3 0.4 0.4 -0.119
N 1.6856 -2.7701 -0.6913 -1.0 0.6 1.2 -0.393
C 0.2134 -3.1185 -0.6744 -0.2 -0.5 -0.9 -0.231
C -0.2079 -3.7005 -2.1838 -0.8 -0.6 -4.8 0.090
O -0.9126 -4.8408 -2.2179 3.1 5.0 0.6 -0.710
O 0.2078 -2.9428 -3.3956 -1.9 -3.7 6.8 -0.741
N -0.6256 -1.8883 -0.3459 1.8 -1.5 2.7 0.650
O -1.5898 -1.7045 -1.2797 -1.1 2.5 -1.7 -0.487
C -1.2769 -2.0472 1.0242 -0.7 -0.6 -0.9 -0.559
O -2.3106 -1.0036 1.1451 3.0 0.5 1.4 -0.398
C -1.7166 0.2653 1.6713 -1.0 1.3 0.2 -0.113
C -1.2931 1.3031 0.4411 -1.1 -1.2 -1.2 -0.108
O -1.1835 2.7078 0.8632 1.4 -0.9 -1.2 -0.344
C -0.3118 3.4947 -0.0227 0.2 1.4 -0.6 -0.107
C -0.7600 3.5199 -1.5998 0.9 0.6 -0.1 -0.544
H 5.6292 0.9347 1.1653 -0.9 -2.1 -0.6 0.141
H 5.8498 -0.9101 0.5726 -1.3 1.8 0.5 0.237
H 4.5014 -0.4426 1.8253 1.2 0.8 -2.3 0.236
H 4.6813 0.9584 -1.1522 -1.3 -1.5 1.5 0.312
H 3.1706 0.8805 0.0208 1.8 -1.4 -1.1 -0.058
H 4.1840 -2.0582 -0.9203 -1.4 2.1 -0.4 0.328
H 3.7528 -0.9305 -2.3786 -0.6 -0.4 2.6 0.269
H 1.3375 -0.8045 -1.7683 1.0 -1.3 1.8 0.122
H 1.7068 -0.7522 0.1417 0.4 -0.7 -2.3 0.025
H 2.0579 -2.9821 0.2722 -0.5 0.3 -1.4 0.306
H -0.0072 -3.9676 0.1296 0.6 1.6 -1.8 0.271
H -1.4043 -0.7584 -1.6183 -0.5 -2.4 0.5 0.321
H -0.4753 -2.0119 1.8775 -1.4 0.1 -1.7 0.200
H -1.7914 -3.1056 1.0448 0.5 2.1 0.2 0.343
H -2.5975 0.8049 2.2668 1.9 -1.1 -1.3 0.051
H -0.8518 0.0813 2.4411 -1.5 0.2 -1.6 0.238
H -2.2048 1.2475 -0.3268 1.8 -0.1 1.6 0.140
H -0.3577 0.9101 -0.1633 -1.5 0.9 1.5 0.074
H 0.8352 3.2180 0.0490 -2.3 0.1 0.0 0.192
H -0.3862 4.6233 0.3594 0.1 -2.7 -0.8 0.148
H -1.6385 4.2843 -1.7299 1.5 -1.7 0.1 0.270
H -0.9822 2.4728 -2.0728 0.3 2.0 1.1 0.232
H 0.1734 3.9560 -2.2012 -2.0 -0.9 1.3 -0.004
C -3.4331 -6.8798 -2.0964 0.0 0.1 0.0 -0.369
C -3.3245 -8.3148 -1.7845 0.0 -1.0 0.2 0.437
N -3.2387 -9.4485 -1.5380 -0.2 1.6 -0.4 -0.485
H -3.8393 -6.7135 -3.0997 0.1 -0.2 0.2 0.081
H -4.0909 -6.3612 -1.3910 0.1 -0.3 -0.1 0.263
H -2.4585 -6.3820 -2.0556 0.1 -0.1 0.0 0.114
C 1.8843 5.5623 -4.9385 -0.1 0.2 -0.1 -0.866
C 2.2651 4.3761 -4.1534 0.4 -1.1 0.7 0.401
N 2.5659 3.4390 -3.5331 -0.5 1.6 -1.0 -0.360
H 1.9218 6.4757 -4.3355 0.1 -0.3 0.1 0.266
H 2.5511 5.7121 -5.7942 0.0 -0.2 0.2 0.327
H 0.8662 5.4767 -5.3328 0.2 -0.2 0.2 0.267
C -0.5861 4.8374 4.0061 -0.1 -0.1 0.2 -0.562
C 0.0094 5.5871 2.8872 0.5 0.7 -0.9 0.414
N 0.4799 6.1793 2.0033 -0.8 -0.9 1.6 -0.489
H -0.3559 5.3007 4.9713 0.1 0.1 -0.3 0.369
H -1.6769 4.7864 3.9237 0.3 0.0 -0.3 -0.020
H -0.2161 3.8075 4.0453 0.0 0.2 -0.3 0.270
C 8.0623 1.8522 3.5782 0.2 0.2 0.0 -0.832
C 6.9842 0.8497 3.6100 -1.0 -1.0 0.1 0.427
N 6.1326 0.0576 3.6350 1.6 1.4 0.3 -0.389
H 7.6884 2.8556 3.8080 -0.1 -0.3 0.0 0.260
H 8.8476 1.6250 4.3069 -0.3 -0.1 -0.1 0.306
H 8.5392 1.9024 2.5937 -0.2 -0.2 0.1 0.265
C -4.4778 4.5617 6.0197 -0.1 0.2 0.2 -0.915
C -3.9074 3.6711 4.9952 0.4 -0.8 -0.9 0.554
N -3.4567 2.9674 4.1858 -0.8 1.2 1.4 -0.454
H -4.5116 5.6017 5.6782 0.1 -0.3 -0.1 0.277
H -5.5015 4.2738 6.2814 0.2 -0.1 -0.2 0.318
H -3.8905 4.5437 6.9438 0.0 -0.2 -0.3 0.270
C -6.5743 -7.5049 -4.7193 0.0 -0.2 -0.2 -0.775
C -6.6573 -6.4362 -3.7098 -0.1 1.0 0.9 0.358
N -6.7230 -5.5918 -2.9122 0.0 -1.4 -1.4 -0.389
H -5.9174 -8.3185 -4.3940 -0.1 0.3 0.2 0.262
H -7.5561 -7.9445 -4.9248 0.1 0.2 0.2 0.310
H -6.1810 -7.1326 -5.6711 0.0 0.1 0.3 0.261


Entry 3:
78
Properties=species:S:1:pos:R:3:forces:R:3:mulliken_charge:R:1 method="wB97M-V/def2-TZVPD" e_above_lowest_ev=0.5681
C 2.4575 -1.4418 -4.6498 0.2 -0.2 0.2 -1.460
C 1.5531 -0.4146 -4.0119 0.7 1.7 0.5 1.164
H 2.6029 -1.2615 -5.7162 0.1 0.2 0.1 0.338
H 2.0387 -2.4507 -4.5535 0.0 0.1 0.1 0.203
H 3.4185 -1.4148 -4.1128 -0.1 -0.2 -0.4 0.290
C 0.8108 0.4976 -4.7673 -0.1 0.7 0.7 -0.778
C 0.3340 0.1989 -6.1193 -0.6 0.1 -0.9 -1.483
H 0.6002 1.4925 -4.3628 0.1 -0.5 -0.2 0.322
H -0.4268 -0.6025 -6.1747 0.1 0.0 -0.2 0.149
H 1.1470 -0.0664 -6.8134 -0.1 -0.1 -0.2 0.387
H -0.1563 1.0990 -6.5288 0.2 -0.3 -0.1 0.368
Al -0.8414 -1.2809 1.9180 -0.6 0.4 0.0 0.206
Cl 1.0207 -1.6009 3.0657 0.2 -0.1 0.4 -0.489
Cl -2.2360 -2.1375 3.3013 0.1 -0.1 0.1 -0.337
C 0.0217 1.4502 2.1256 -0.8 0.6 0.4 -0.129
O -0.8721 0.5456 2.0295 0.7 0.4 -0.7 -0.349
N -0.3718 2.7206 2.1045 0.2 -0.6 -0.5 0.850
C -1.7491 2.9996 1.6882 -0.7 0.0 0.1 -0.699
C 0.5058 3.8494 2.4147 0.4 -0.2 -0.1 -1.021
H 1.0981 1.1958 2.2577 -0.8 0.2 0.1 0.484
H -2.4411 2.4553 2.3419 0.2 0.1 -0.2 0.175
H -1.9142 2.7215 0.6405 0.3 -0.1 0.2 -0.104
H -1.9872 4.0630 1.7758 0.4 -0.1 0.1 0.391
H 1.3682 3.4305 2.9295 0.1 0.2 0.0 0.323
H -0.0017 4.5598 3.0798 0.0 -0.4 -0.1 0.356
H 0.8459 4.3916 1.5216 -0.2 -0.3 0.1 0.251
H -1.2821 -2.0512 -2.1363 -0.4 0.3 -0.2 -0.026
H -2.5305 0.8233 -3.2076 0.0 -0.3 0.1 0.400
C -2.3710 -1.8709 -2.1766 0.3 -0.4 -0.1 -0.665
C -3.2331 0.5058 -2.4304 -0.1 0.1 0.1 -0.913
N -2.7024 -0.5680 -1.5910 -0.1 -0.2 1.4 0.284
H -2.8620 -2.6880 -1.6230 0.0 0.4 -0.2 0.314
C -2.6258 -0.4186 -0.2594 -0.1 0.1 -1.2 0.115
O -2.2534 -1.3315 0.5189 -0.1 0.6 -0.1 -0.353
H -3.4254 1.3598 -1.7828 0.0 0.1 -0.1 0.286
H -2.9382 0.5801 0.0992 0.3 -0.4 0.0 0.239
H -2.6961 -1.8811 -3.2236 0.1 0.0 0.3 0.390
H -4.1748 0.2102 -2.9017 0.1 -0.1 0.1 0.401
O 1.0140 -1.0731 -2.7482 -1.2 -1.6 1.4 -0.150
C 1.8914 -0.0077 -2.5419 -0.6 -0.5 -1.8 -1.099
C 0.0091 1.6319 -2.0837 -0.4 0.1 0.1 0.210
C 1.3494 1.2407 -1.9935 0.7 0.5 0.1 1.213
H -0.7159 0.9184 -2.4902 0.6 0.3 0.2 0.528
C -0.3726 2.9348 -1.7519 0.4 -0.1 0.5 -0.980
H 2.9020 -0.2656 -2.2513 0.2 0.0 0.5 0.392
C 2.2997 2.1551 -1.5149 -0.5 0.1 -0.1 -0.872
H -1.4101 3.2711 -1.8891 0.4 -0.2 0.1 0.428
C 0.5835 3.8312 -1.2394 0.3 0.1 -0.3 -0.720
C 1.9291 3.4429 -1.1362 -0.3 -0.2 0.1 -0.709
H 3.3354 1.8230 -1.5114 -0.1 0.2 0.2 0.370
H 0.3104 4.8632 -1.0002 0.0 -0.3 -0.1 0.463
H 2.7031 4.1202 -0.7599 -0.4 -0.1 -0.2 0.396
Si 0.5227 -4.0095 -0.0092 0.0 -0.1 1.8 0.659
Cl 0.4296 -1.5131 0.0671 0.7 -2.0 -1.0 -0.036
C -1.1339 -4.4792 0.7330 -0.3 0.2 -0.1 -0.918
C 1.7999 -4.3719 1.3183 0.3 0.3 0.3 -1.000
C 0.8773 -4.9728 -1.5462 0.2 0.4 -0.7 -1.027
H -1.9738 -3.8916 0.3465 0.1 -0.1 0.0 0.231
H -1.1525 -4.3799 1.8320 0.2 0.1 -0.4 0.224
H -1.3318 -5.5419 0.4982 0.2 0.4 0.0 0.450
H 0.1499 -4.7915 -2.3456 0.3 0.1 0.0 0.327
H 0.8176 -6.0462 -1.2954 -0.1 0.4 0.3 0.404
H 1.9023 -4.7932 -1.9031 -0.4 0.1 -0.1 0.310
H 1.4660 -3.9673 2.3002 0.2 -0.3 -0.8 0.243
H 2.7834 -3.9256 1.0953 -0.3 -0.2 0.1 0.307
H 1.9409 -5.4688 1.4306 -0.2 0.5 -0.3 0.365
S -2.6194 1.7435 4.7939 0.8 -0.3 0.5 -0.415
C -1.0309 1.4593 5.2900 0.7 0.0 0.1 0.179
N -0.2371 0.3727 5.0595 -1.2 0.0 -0.2 0.095
C 1.1312 0.5176 5.5045 0.2 -0.1 -0.1 -0.366
C 1.1183 1.8670 6.2230 -0.2 0.4 0.5 -0.567
N -0.2415 2.3426 5.9753 -0.5 1.0 0.0 -0.154
H -0.5749 -0.4832 4.6150 0.1 0.6 0.3 -0.061
H 1.8206 0.4950 4.6559 0.0 0.1 0.0 0.198
H 1.4182 -0.2989 6.1626 0.0 0.0 0.1 0.404
H 1.8713 2.5737 5.8420 -0.2 -0.2 0.1 0.270
H 1.2770 1.7483 7.3043 0.1 0.0 -0.2 0.301
H -0.5894 3.2593 6.2945 0.2 -1.1 -0.4 0.229